{
  "formula": "C5H10O",
  "method": "the ωB97M-V functional and the def2-TZVPD basis",
  "max_force_ha_per_bohr": 0.0451,
  "relative_energy_kj_mol": 244.1,
  "smiles": "C=C/C=C/C.O",
  "charge": 0,
  "energy_ev": -7392.2352,
  "orbital_gap_ev": 8.6,
  "e_lumo_ev": 0.463,
  "homo_energy_ha": -0.2995,
  "symbols": ["C", "C", "C", "C", "C", "H", "H", "H", "H", "H", "H", "H", "H", "H", "H", "O"],
  "xyz": [[2.413, 1.265, 0.403], [1.094, 1.119, 0.575], [0.511, -0.210, 0.705], [-0.787, -0.548, 0.896], [-1.522, -1.526, 0.029], [2.830, 2.258, 0.303], [3.103, 0.453, 0.579], [0.435, 1.949, 0.761], [1.055, -1.051, 0.274], [-1.415, -0.164, 1.702], [-2.400, -1.140, -0.481], [-1.878, -2.344, 0.670], [-0.875, -1.970, -0.726], [-0.123, 0.661, -2.099], [-1.397, 0.889, -1.433], [-1.044, 0.358, -2.159]],
  "forces_ev_per_a": [[-0.4, 0.9, 0.5], [1.0, -0.9, 1.9], [-1.2, -0.8, -0.9], [-0.3, 0.4, 0.0], [0.7, -1.8, 1.2], [0.1, 0.0, -0.1], [0.0, -0.2, -0.6], [-0.1, 0.4, -0.5], [0.3, 0.5, -0.7], [0.0, 1.1, -0.5], [0.1, 0.5, 0.1], [-0.2, -0.1, -0.2], [0.0, 0.1, -0.1], [-0.1, -0.4, -0.4], [-0.4, -0.2, -0.1], [0.6, 0.8, 0.2]],
  "lowdin_charge": [0.001, -0.200, -0.154, -0.168, -0.128, 0.048, 0.061, 0.100, 0.110, 0.102, 0.072, 0.072, 0.072, 0.041, 0.034, -0.063]
}



{
  "formula": "CH4N2O",
  "method": "the ωB97M-V functional and the def2-TZVPD basis",
  "max_force_ha_per_bohr": 0.0502,
  "relative_energy_kj_mol": 111.2,
  "smiles": "N=C=O.N",
  "charge": 0,
  "energy_ev": -6129.3550,
  "orbital_gap_ev": 10.3,
  "e_lumo_ev": 0.485,
  "homo_energy_ha": -0.3614,
  "symbols": ["C", "N", "N", "O", "H", "H", "H", "H"],
  "xyz": [[-1.452, 0.523, -0.306], [-1.102, 1.153, 0.634], [1.639, -0.984, -0.017], [-1.517, -0.285, -1.124], [1.784, -0.018, 0.253], [-1.670, 1.861, 1.002], [0.806, -1.202, 0.574], [1.512, -1.048, -1.015]],
  "forces_ev_per_a": [[0.6, -2.2, -1.3], [0.8, 1.4, 1.8], [-0.5, 0.2, 1.8], [-0.8, -0.4, -1.3], [0.4, 0.1, -0.4], [-0.6, 1.2, 0.8], [0.7, -0.3, -1.4], [-0.6, 0.0, 0.1]],
  "lowdin_charge": [-0.444, 0.195, 0.000, 0.167, -0.005, 0.066, 0.021, 0.000]
}



{
  "formula": "C4H6O2",
  "method": "the ωB97M-V functional and the def2-TZVPD basis",
  "max_force_ha_per_bohr": 0.0127,
  "relative_energy_kj_mol": 92.1,
  "smiles": "O=CCCC=O",
  "charge": 0,
  "energy_ev": -8339.5071,
  "orbital_gap_ev": 11.0,
  "e_lumo_ev": 0.951,
  "homo_energy_ha": -0.3679,
  "symbols": ["O", "C", "C", "C", "C", "O", "H", "H", "H", "H", "H", "H"],
  "xyz": [[0.638, -0.724, -1.760], [0.553, 0.444, -1.465], [0.270, 0.933, -0.064], [0.238, -0.246, 0.898], [-0.987, -1.101, 0.663], [-1.970, -0.712, 0.077], [0.590, 1.238, -2.239], [-0.718, 1.394, -0.141], [0.969, 1.725, 0.240], [1.118, -0.885, 0.767], [0.234, 0.067, 1.951], [-0.935, -2.133, 1.071]],
  "forces_ev_per_a": [[0.1, 0.6, 0.1], [-0.2, -0.2, -0.1], [0.2, -0.2, 0.1], [0.0, 0.0, 0.0], [-0.3, 0.1, -0.2], [0.5, -0.3, 0.4], [0.1, -0.2, 0.0], [0.0, 0.1, 0.1], [-0.1, -0.2, -0.2], [-0.1, 0.1, 0.0], [-0.1, 0.0, -0.2], [-0.1, 0.1, 0.0]],
  "lowdin_charge": [0.056, -0.252, -0.163, -0.167, -0.257, 0.050, 0.124, 0.120, 0.122, 0.119, 0.124, 0.126]
}



{
  "formula": "C9H26AlN2O7",
  "method": "the ωB97M-V functional and the def2-TZVPD basis",
  "max_force_ha_per_bohr": 0.0800,
  "relative_energy_kj_mol": 119.5,
  "charge": 1,
  "energy_ev": -33653.5226,
  "orbital_gap_ev": 3.5,
  "e_lumo_ev": -5.750,
  "homo_energy_ha": -0.3413,
  "symbols": ["O", "H", "Al", "N", "N", "O", "O", "C", "C", "C", "C", "H", "H", "H", "H", "H", "H", "H", "H", "O", "H", "H", "C", "H", "H", "H", "O", "H", "H", "C", "O", "C", "C", "O", "C", "H", "H", "H", "H", "H", "H", "H", "H", "H", "H"],
  "xyz": [[-0.275, 4.139, 1.313], [0.565, 4.617, 1.293], [0.228, -0.129, 0.115], [-0.848, -0.475, -1.458], [1.304, -1.488, -0.728], [-2.085, 0.102, -1.869], [2.641, -1.858, -0.408], [-0.284, -1.267, -2.388], [0.953, -1.827, -1.980], [-0.919, -1.598, -3.688], [1.795, -2.714, -2.813], [-1.693, -0.868, -3.956], [-1.357, -2.615, -3.620], [-0.136, -1.634, -4.472], [2.543, -3.226, -2.195], [2.309, -2.121, -3.596], [1.150, -3.457, -3.323], [-2.274, 0.883, -1.298], [2.838, -1.396, 0.430], [-0.641, -1.780, 0.755], [-1.541, -1.857, 0.451], [-0.047, -2.396, 0.282], [1.407, 1.372, -0.570], [1.041, 2.376, -0.360], [1.562, 1.330, -1.669], [2.428, 1.313, -0.150], [-2.551, 3.221, -0.836], [-2.280, 3.960, -0.243], [-1.713, 3.048, -1.343], [-2.287, 0.091, 2.099], [-1.320, 0.783, 1.160], [-0.614, 1.826, 1.856], [0.592, 1.228, 2.630], [1.071, 0.004, 1.927], [1.386, -1.155, 2.790], [-2.727, 0.890, 2.704], [-1.719, -0.603, 2.736], [-3.053, -0.402, 1.483], [-1.290, 2.343, 2.545], [-0.295, 2.721, 1.158], [1.451, 1.925, 2.631], [0.290, 0.942, 3.665], [2.267, -0.866, 3.387], [0.512, -1.378, 3.431], [1.617, -2.003, 2.122]],
  "forces_ev_per_a": [[0.5, 0.6, -0.5], [-0.3, 0.1, -0.1], [-0.1, 3.0, 2.1], [-0.8, -0.2, -3.6], [2.3, -1.3, -2.8], [1.6, -0.9, 0.6], [-1.5, 0.3, 0.0], [-3.3, 2.0, 1.4], [2.3, -0.2, 3.2], [0.3, -0.1, -0.5], [0.1, -0.2, -0.6], [0.3, -0.3, 0.1], [0.1, 0.5, -0.1], [-0.5, 0.0, 0.3], [-0.3, 0.2, -0.3], [-0.2, -0.3, 0.3], [0.4, 0.4, 0.2], [0.3, -0.2, 0.2], [-0.1, 0.0, -0.4], [0.7, -0.5, 0.7], [-0.6, -0.4, -0.1], [-0.9, -0.3, 0.3], [0.1, -0.5, -0.8], [-0.2, 0.1, 0.2], [-0.2, -0.1, 0.4], [-0.4, -0.1, 0.1], [1.4, -0.2, -0.5], [0.1, -0.7, -0.2], [-1.1, 0.6, 0.7], [1.0, 0.6, -1.0], [-0.9, -1.7, 0.5], [1.0, 0.1, -0.1], [-0.3, 0.1, 0.4], [-0.3, -1.0, 0.2], [-0.2, 1.1, -0.1], [0.0, -0.3, -0.2], [-0.4, 0.1, -0.2], [0.3, 0.1, 0.3], [0.2, -0.2, -0.2], [-0.2, -0.1, 0.6], [-0.6, -0.2, 0.2], [0.6, 0.0, -0.6], [-0.4, -0.4, -0.2], [0.6, 0.0, -0.3], [-0.1, 0.3, 0.4]],
  "lowdin_charge": [-0.403, -0.068, 0.003, 0.062, 0.008, 0.060, 0.051, -0.187, -0.188, 0.030, 0.032, 0.102, 0.125, 0.112, 0.100, 0.131, 0.115, 0.108, 0.117, 0.085, 0.114, 0.119, -0.060, 0.018, 0.030, 0.036, -0.087, 0.048, 0.050, 0.032, -0.215, -0.230, -0.059, -0.243, 0.004, 0.112, 0.091, 0.104, 0.130, 0.009, 0.149, 0.139, 0.119, 0.109, 0.087]
}



{
  "formula": "C11H19N7O3OsPSTe",
  "method": "the ωB97M-V functional and the def2-TZVPD basis",
  "max_force_ha_per_bohr": 0.0502,
  "s2": 6.03,
  "multiplicity": 5,
  "charge": 3,
  "energy_ev": -58146.9768,
  "orbital_gap_ev": [8.8, 5.4],
  "e_lumo_ev": [-9.387, -12.041],
  "homo_energy_ha": [-0.6666, -0.6398],
  "symbols": ["Os", "N", "C", "N", "C", "N", "C", "C", "N", "C", "C", "N", "H", "H", "H", "H", "H", "C", "C", "O", "P", "O", "Te", "O", "C", "C", "H", "H", "H", "H", "H", "H", "H", "H", "H", "H", "N", "C", "N", "S", "H", "H", "H", "H"],
  "xyz": [[-16.201, 8.170, 3.657], [-18.585, 11.652, 4.008], [-17.422, 11.141, 4.337], [-17.411, 9.866, 3.836], [-18.707, 9.720, 3.400], [-19.473, 10.735, 3.498], [-19.107, 8.422, 2.852], [-20.399, 8.092, 2.475], [-20.643, 6.898, 1.897], [-19.713, 5.970, 1.973], [-18.437, 6.222, 2.527], [-18.131, 7.473, 2.909], [-18.903, 12.634, 4.140], [-16.553, 11.681, 4.656], [-21.230, 8.793, 2.526], [-19.901, 4.989, 1.594], [-17.737, 5.434, 2.703], [-12.317, 3.355, 4.933], [-12.679, 4.794, 4.980], [-12.977, 5.361, 3.592], [-14.236, 5.649, 2.732], [-15.498, 6.276, 3.356], [-13.551, 7.321, 1.044], [-14.767, 4.352, 2.014], [-14.025, 3.026, 1.913], [-14.739, 1.914, 2.648], [-11.913, 3.107, 5.928], [-11.513, 3.220, 4.245], [-13.207, 2.738, 4.728], [-11.851, 5.478, 5.292], [-13.495, 5.022, 5.682], [-13.036, 3.154, 2.257], [-13.897, 2.783, 0.806], [-14.762, 1.941, 3.717], [-14.159, 1.016, 2.368], [-15.694, 1.750, 2.205], [-13.310, 10.875, 5.758], [-13.784, 10.427, 4.624], [-14.051, 11.246, 3.592], [-14.063, 8.702, 4.364], [-13.007, 11.852, 5.779], [-13.201, 10.326, 6.601], [-13.657, 12.159, 3.581], [-14.291, 10.814, 2.723]],
  "forces_ev_per_a": [[-0.4, -0.4, -0.9], [-1.2, 1.6, 1.0], [0.3, -1.0, -2.1], [0.2, 0.8, 1.1], [0.1, -2.4, -0.9], [1.0, 1.7, 0.2], [-0.2, -0.4, 0.7], [0.3, -0.4, -1.1], [-0.2, 0.3, 0.8], [1.0, 0.6, 0.3], [-0.9, 0.9, 0.1], [0.3, -0.2, 0.0], [0.2, -1.0, 0.1], [0.0, 0.2, 0.4], [0.2, 0.0, 0.0], [-0.4, -0.4, -0.3], [0.5, -0.2, -0.1], [-0.6, 0.1, 0.6], [0.5, 1.7, 0.8], [-0.9, 0.2, 0.2], [0.1, -1.2, -0.7], [0.2, 0.3, 0.7], [-0.2, -0.2, 0.2], [0.7, 0.3, 0.5], [-0.5, -0.5, -1.5], [1.0, -0.3, -1.4], [-0.3, -0.1, -0.2], [0.4, -0.4, -0.6], [0.7, 0.1, 0.1], [-0.5, -0.8, -0.4], [-0.2, -0.1, -0.7], [1.0, 0.5, 0.7], [-0.7, 0.6, 1.4], [-0.2, 0.4, 0.5], [-0.1, 0.2, 0.2], [-0.9, -0.1, 0.0], [0.2, 0.9, -0.6], [-0.6, -0.1, -0.6], [0.3, -1.0, 1.3], [-0.4, 0.0, 0.6], [0.0, -0.4, 0.4], [0.1, -0.2, -0.2], [0.1, 0.9, -0.2], [0.0, 0.0, -0.5]],
  "mulliken_spin": [2.681, 0.018, 0.005, -0.033, 0.032, 0.002, -0.019, -0.010, 0.021, -0.007, 0.022, -0.082, -0.001, -0.003, 0.000, 0.000, 0.002, 0.000, 0.002, 0.025, -0.168, 0.052, 1.303, 0.013, 0.000, 0.001, -0.001, 0.000, 0.000, -0.001, 0.000, -0.002, -0.002, 0.000, 0.000, 0.000, 0.004, -0.024, 0.013, 0.153, -0.001, 0.000, -0.002, 0.004]
}



{
  "formula": "C5H5O2",
  "method": "the ωB97M-V functional and the def2-TZVPD basis",
  "max_force_ha_per_bohr": 0.0589,
  "relative_energy_kj_mol": 79.5,
  "charge": -1,
  "energy_ev": -9360.8677,
  "orbital_gap_ev": 7.8,
  "e_lumo_ev": 4.279,
  "homo_energy_ha": -0.1280,
  "symbols": ["C", "C", "C", "C", "C", "O", "O", "H", "H", "H", "H", "H"],
  "xyz": [[-0.372, -1.290, 1.938], [-0.594, -1.534, 0.560], [0.530, -0.230, 1.629], [0.563, -0.495, 0.144], [-0.059, 0.562, -0.771], [-1.361, -2.319, -0.015], [1.269, 0.585, 2.209], [-0.649, -1.675, 2.882], [1.538, -0.903, -0.370], [-1.097, 0.907, -0.462], [-0.195, 0.258, -1.745], [0.562, 1.365, -0.903]],
  "forces_ev_per_a": [[1.0, 1.8, -0.9], [0.3, -1.8, 0.6], [2.1, 0.0, 0.8], [-1.7, -1.0, -2.3], [-1.8, -0.4, 2.1], [0.6, 0.7, -0.6], [-0.7, -0.1, 0.3], [-0.7, -0.4, 0.6], [-1.7, 0.5, 1.3], [1.3, -0.3, 0.1], [-0.4, -1.5, -2.3], [1.6, 2.6, 0.2]],
  "lowdin_charge": [0.008, -0.461, -0.502, -0.211, -0.091, -0.064, -0.067, 0.063, 0.162, 0.109, 0.029, 0.025]
}